Entry 1:
77
Properties=species:S:1:pos:R:3:lowdin_charge:R:1 method="wB97M-V/def2-TZVPD" e_above_lowest_kj_mol=0.0 total_charge=+4 spin_multiplicity=5 homo_ev="-15.8 / -17.5" s_squared=6.044 orbital_gap_ev="4.105 / 5.096" energy_ha=-2867.15855 e_lumo_ha="-0.4288 / -0.4571"
Pt -1.222 0.687 0.285 1.0883
C 12.482 2.342 0.567 0.0757
O 11.419 1.497 1.162 0.0606
C 10.214 1.520 0.756 -0.1933
C 9.744 2.375 -0.305 0.0574
C 8.448 2.319 -0.649 0.0773
C 7.542 1.397 0.028 -0.1927
C 8.035 0.543 1.106 0.0595
C 9.325 0.606 1.452 0.0723
N 6.317 1.409 -0.362 0.1604
N 5.279 0.743 -0.322 0.1702
C 4.083 0.994 0.116 -0.1649
C 3.789 2.130 0.970 0.0724
C 2.544 2.386 1.420 0.0530
C 1.460 1.534 1.024 -0.2922
O 0.277 1.753 1.379 -0.1195
C 1.723 0.392 0.144 -0.1485
N 0.635 -0.330 -0.222 -0.0364
C 0.788 -1.369 -1.027 -0.0620
C 2.049 -1.732 -1.519 0.0284
C 3.152 -0.994 -1.168 0.0630
C 2.996 0.101 -0.303 -0.0515
H 13.382 2.049 1.091 0.1169
H 12.241 3.383 0.757 0.1171
H 12.558 2.117 -0.492 0.1154
H 10.421 3.047 -0.809 0.1355
H 8.050 2.944 -1.438 0.1457
H 7.355 -0.137 1.602 0.1351
H 9.749 -0.010 2.235 0.1520
H 4.603 2.798 1.229 0.1395
H 2.322 3.250 2.033 0.1455
H -0.102 -1.920 -1.302 0.1297
H 2.133 -2.579 -2.187 0.1389
H 4.130 -1.246 -1.560 0.1398
C -2.486 -2.314 4.493 -0.0786
N -2.507 -0.795 4.821 -0.0547
C -3.988 -0.344 4.903 -0.0732
N -4.655 -0.675 3.696 -0.1326
C -4.614 -2.119 3.439 -0.1117
N -3.225 -2.584 3.311 -0.1285
C -2.595 -2.096 2.087 -0.2729
P -2.522 -0.246 2.118 0.9370
C -1.764 0.006 3.784 -0.2231
C -4.304 0.139 2.548 -0.2407
H -2.930 -2.806 5.357 0.1581
H -1.441 -2.600 4.400 0.1502
H -2.064 -0.650 5.732 0.1923
H -3.989 0.726 5.101 0.1545
H -4.418 -0.879 5.748 0.1593
H -5.158 -2.340 2.523 0.1130
H -5.091 -2.639 4.267 0.1548
H -3.193 -2.403 1.227 0.0781
H -1.592 -2.509 1.967 0.1054
H -1.816 1.059 4.060 0.1170
H -0.717 -0.295 3.780 0.1099
H -4.933 -0.114 1.694 0.0876
H -4.413 1.202 2.763 0.1155
F -3.974 1.032 -3.970 0.1344
C -5.068 0.312 -4.234 -0.1281
C -5.715 0.473 -5.424 -0.1334
F -5.218 1.350 -6.276 0.1633
C -6.869 -0.276 -5.743 0.0351
C -7.314 -1.190 -4.791 -0.1320
C -6.660 -1.352 -3.584 -0.1069
F -7.125 -2.223 -2.712 0.1776
C -5.509 -0.601 -3.260 -0.0271
C -4.839 -0.762 -2.025 -0.0709
C -3.632 -0.105 -1.647 -0.0824
N -2.663 0.232 -1.128 0.0143
C -5.255 -1.585 -0.930 -0.1295
N -5.403 -2.141 0.070 0.2303
F -8.384 -1.929 -4.996 0.1735
C -7.573 -0.099 -7.035 -0.0705
C -7.230 0.936 -7.928 -0.1441
N -6.979 1.791 -8.665 0.2624
C -8.614 -0.954 -7.435 -0.1415
N -9.481 -1.630 -7.800 0.2706


Entry 2:
73
Properties=species:S:1:pos:R:3:lowdin_charge:R:1 method="wB97M-V/def2-TZVPD" e_above_lowest_kj_mol=4.9 total_charge=-1 spin_multiplicity=3 homo_ev="-3.4 / -3.5" s_squared=2.066 orbital_gap_ev="4.724 / 4.797" energy_ha=-4742.03068 e_lumo_ha="0.0488 / 0.0478"
Ni 0.009 0.558 0.880 -0.3722
Te 0.280 1.031 3.302 0.4260
Te 0.662 -0.861 5.116 -0.0690
Te -3.634 -0.892 3.923 -0.0822
Te -1.982 0.265 2.126 0.2996
C 2.224 -2.997 -3.388 -0.0922
C 1.933 -1.662 -3.177 -0.0851
C 1.482 -1.235 -1.940 -0.0982
C 1.316 -2.137 -0.898 -0.3339
C 1.632 -3.478 -1.110 -0.0879
C 2.075 -3.902 -2.347 -0.0796
P 0.668 -1.581 0.725 1.0314
C 2.038 -2.275 1.742 -0.3513
C 2.030 -3.543 2.315 -0.1018
C 3.124 -3.989 3.034 -0.0777
C 4.249 -3.195 3.178 -0.0872
C 4.273 -1.938 2.601 -0.0816
C 3.172 -1.483 1.902 -0.1111
C -0.632 -2.832 1.008 -0.3943
C -1.037 -3.059 2.322 -0.2094
C -2.069 -3.935 2.601 -0.1198
C -2.725 -4.574 1.562 -0.0831
C -2.351 -4.333 0.252 -0.0852
C -1.310 -3.466 -0.031 -0.1205
H 2.565 -3.332 -4.359 0.0980
H 2.049 -0.946 -3.978 0.1014
H 1.257 -0.187 -1.799 0.0840
H 1.516 -4.187 -0.302 0.1075
H 2.306 -4.945 -2.508 0.1010
H 1.163 -4.179 2.222 0.1014
H 3.095 -4.965 3.493 0.1015
H 5.098 -3.545 3.749 0.0991
H 5.143 -1.306 2.702 0.1028
H 3.192 -0.486 1.483 0.0769
H -0.534 -2.558 3.143 -0.0087
H -2.369 -4.079 3.626 0.0907
H -3.540 -5.249 1.775 0.0993
H -2.869 -4.815 -0.566 0.0974
H -1.024 -3.292 -1.060 0.0975
C -1.968 -0.390 -2.777 -0.0410
C -1.672 -0.332 -1.430 -0.1441
N -1.182 0.773 -0.854 -0.0104
C -1.089 1.874 -1.573 -0.0848
C -1.467 1.951 -2.916 -0.1947
C -1.848 0.758 -3.538 -0.0037
C -1.393 3.208 -3.621 -0.0323
C -1.626 4.438 -3.114 -0.0285
C -2.198 4.793 -1.834 -0.2752
C -2.159 6.126 -1.395 -0.0031
C -2.772 6.415 -0.193 -0.1250
N -3.420 5.495 0.512 0.1001
C -3.393 4.266 0.025 -0.1825
N -2.826 3.866 -1.091 0.1403
H -2.288 -1.324 -3.218 0.1087
H -1.832 -1.187 -0.780 0.0777
H -0.679 2.752 -1.101 0.0982
H -2.082 0.738 -4.593 0.1143
H -1.108 3.143 -4.666 0.1105
H -1.425 5.296 -3.748 0.1059
H -1.645 6.879 -1.972 0.1049
H -2.759 7.413 0.227 0.1081
H -3.914 3.509 0.605 0.1193
N 2.043 2.636 -0.620 -0.0202
N 1.985 1.586 0.364 -0.0910
H 2.920 3.152 -0.529 0.0804
H 1.303 3.304 -0.405 0.0435
H 2.295 1.942 1.279 0.0500
H 2.673 0.887 0.073 0.0653
F -0.362 2.918 1.149 -0.0128
B 0.198 3.961 1.913 -1.4444
F -0.559 4.101 3.052 0.1132
F 0.282 5.081 1.132 0.1546
F 1.494 3.556 2.317 0.0154